No. 1
Entry from OMol25: a molecular structure, C26H64BF10NO28PtS10 at a distorted geometry (wB97M-V/def2-TZVPD).

XYZ file:
```
141
Properties=species:S:1:pos:R:3:lowdin_charge:R:1
H -5.229 21.948 -26.287 0.043
H -7.391 23.733 -29.064 0.067
C -8.338 12.849 -28.816 -0.051
F -8.427 15.954 -22.891 0.149
C -11.320 24.117 -28.102 -0.052
O -5.635 22.035 -23.635 -0.269
S -8.162 14.120 -32.296 0.656
H -13.131 15.777 -22.138 0.088
F -10.162 16.978 -23.893 0.105
S -7.798 17.845 -24.817 0.743
H -12.589 20.435 -32.697 0.119
H -4.810 20.203 -23.731 0.123
F -4.629 17.759 -26.516 0.160
H -11.806 18.966 -24.082 0.060
H -8.581 21.109 -32.656 0.128
C -11.814 13.331 -26.427 -0.115
O -9.474 22.712 -27.848 -0.264
F -5.684 18.667 -28.151 0.081
H -10.775 13.646 -26.334 0.063
O -12.735 21.660 -26.409 -0.303
O -8.478 19.103 -24.616 -0.340
O -7.438 15.886 -28.168 -0.296
H -14.382 16.709 -22.942 0.070
O -8.084 12.889 -31.219 -0.236
H -5.571 21.192 -32.504 0.091
B -11.231 16.885 -27.836 -1.509
H -13.839 15.472 -25.088 0.120
H -11.237 24.187 -29.187 0.084
C -7.594 20.688 -32.468 -0.313
H -6.539 12.409 -29.921 0.125
F -11.094 15.539 -27.923 0.173
S -12.476 13.077 -24.760 0.743
C -16.866 13.416 -31.793 -0.084
S -8.039 22.157 -27.371 0.744
C -6.873 22.860 -28.666 -0.037
C -11.730 22.779 -23.847 -0.343
H -9.132 13.594 -28.873 0.059
H -5.379 18.614 -30.694 0.078
H -11.971 23.264 -27.912 0.056
H -14.631 15.031 -22.877 0.081
F -10.523 17.394 -28.910 0.085
H -13.473 14.966 -29.956 0.065
C -8.205 22.237 -22.960 -0.104
H -6.303 20.443 -24.643 0.077
O -15.141 15.016 -32.146 -0.277
H -8.925 21.700 -22.343 0.065
O -10.515 20.081 -29.081 -0.397
H -11.773 25.038 -27.736 0.093
C -5.335 20.883 -24.402 -0.276
O -13.964 12.937 -24.809 -0.326
H -11.920 18.610 -34.555 0.072
O -6.411 17.819 -24.292 -0.282
H -10.703 19.582 -34.038 0.063
H -6.068 17.932 -32.249 0.084
H -12.626 24.596 -23.625 0.090
H -11.049 24.770 -24.469 0.083
N -8.014 17.718 -26.559 -0.414
H -8.277 23.325 -22.956 0.072
O -7.696 22.673 -26.018 -0.272
O -8.614 13.596 -33.556 -0.270
O -11.266 21.878 -30.773 -0.292
H -11.876 12.412 -27.011 0.077
H -4.389 20.367 -26.379 0.067
O -10.961 21.938 -24.581 -0.245
H -13.831 20.351 -30.442 0.065
C -10.031 23.905 -27.398 -0.291
H -10.799 17.926 -33.343 0.055
C -8.937 16.411 -24.059 -0.555
H -6.017 23.246 -28.113 0.064
F -10.747 17.413 -26.692 0.110
H -7.027 14.068 -29.880 0.088
H -9.323 24.704 -27.618 0.129
O -8.070 18.562 -29.389 -0.391
H -6.611 22.152 -29.453 0.053
H -6.785 22.353 -31.800 0.071
O -11.590 12.081 -24.104 -0.307
H -12.703 22.353 -23.601 0.108
O -13.353 16.447 -33.291 -0.294
C -15.509 13.854 -31.361 -0.273
H -17.666 14.157 -31.802 0.081
H -8.623 11.800 -28.743 0.080
S -13.525 15.335 -32.353 0.714
H -12.412 14.071 -26.959 0.058
Pt -9.370 18.895 -27.601 1.329
O -6.605 15.606 -25.918 -0.276
C -11.962 24.180 -24.383 -0.045
H -13.257 19.341 -29.132 0.064
C -7.406 13.058 -30.040 -0.320
O -6.442 20.544 -21.761 -0.283
H -13.039 18.830 -32.223 0.093
H -10.129 23.842 -26.315 0.095
C -5.333 17.475 -27.574 -0.575
S -7.774 18.586 -30.813 0.733
H -7.739 13.132 -27.950 0.073
H -9.164 15.307 -30.556 0.058
O -8.679 18.154 -31.880 -0.267
C -13.194 15.817 -30.578 -0.085
H -13.582 16.766 -30.208 0.067
C -13.117 15.616 -24.284 -0.313
H -10.336 14.248 -31.308 0.069
H -17.319 12.645 -31.169 0.082
H -13.003 20.343 -23.764 0.052
H -11.305 22.748 -22.844 0.131
H -13.486 21.176 -28.923 0.061
H -13.286 19.088 -25.000 0.073
F -4.646 16.670 -28.434 0.124
F -12.570 17.162 -27.917 0.162
H -8.262 21.722 -23.918 0.023
C -6.532 21.691 -32.629 -0.068
O -6.924 14.889 -32.273 -0.297
O -7.403 20.199 -31.152 -0.277
H -14.795 13.047 -31.526 0.119
H -16.928 12.976 -32.789 0.083
S -6.974 16.541 -26.974 0.620
O -6.087 23.054 -21.466 -0.311
C -6.128 17.975 -31.162 -0.079
C -4.649 21.207 -25.736 -0.030
C -13.190 20.342 -29.560 -0.051
C -13.834 15.768 -22.972 -0.065
H -9.922 15.762 -32.158 0.064
H -12.558 16.499 -24.596 0.092
O -12.114 14.617 -24.152 -0.274
O -8.142 20.697 -27.526 -0.398
S -11.657 20.904 -25.689 0.821
H -7.355 19.889 -33.170 0.118
O -10.559 20.234 -26.428 -0.423
F -9.036 15.385 -24.893 0.144
C -12.175 19.472 -32.398 -0.250
H -6.503 22.278 -33.547 0.093
S -6.522 21.897 -22.268 0.673
C -9.542 14.965 -31.520 -0.109
H -12.115 15.856 -30.434 0.042
H -15.544 14.175 -30.320 0.115
H -12.487 24.154 -25.337 0.071
H -3.723 21.694 -25.430 0.080
O -11.292 19.408 -31.307 -0.259
O -12.798 14.056 -32.523 -0.312
C -11.362 18.811 -33.639 -0.035
H -6.173 16.950 -30.794 0.060
C -12.527 19.678 -24.485 -0.024
S -11.431 20.541 -30.133 0.742
```

Values from the calculation:
HOMO-LUMO gap (alpha / beta) ... 9.20 / 8.70 eV
HOMO level (alpha / beta) ... -0.3494 / -0.3714 Ha
ΔE to the lowest compared entry with this formula, charge and spin ... 42.25 kcal per mole
LUMO (alpha / beta) ... -0.3 / -1.4 eV
2S+1 ... 3
F_max ... 5.03 eV/A

No. 2
Entry from OMol25: 5 unconnected molecules or ions with the total composition C26H64F6N4O2P at a distorted geometry (wB97M-V/def2-TZVPD).

XYZ file:
```
103
Properties=species:S:1:pos:R:3:lowdin_charge:R:1
H 6.214 -1.887 -3.329 0.115
C 0.499 0.045 7.024 -0.201
H 1.472 3.355 2.127 0.133
H -0.708 4.936 -0.729 0.114
H -5.674 0.853 -3.338 0.090
H -3.726 -1.156 3.489 0.107
C 0.919 3.796 1.297 -0.205
H -1.960 -4.329 -5.106 0.139
C -0.936 0.475 6.710 -0.106
H -4.300 -3.576 -3.784 0.137
H -0.984 -1.504 -2.265 0.096
H -0.132 2.538 -0.995 0.102
H -6.083 0.338 -1.786 0.092
H -4.242 -1.979 4.895 0.129
H 0.356 2.964 -2.640 0.109
C -1.587 -1.705 -3.151 -0.091
F 1.254 0.983 0.690 -0.149
H 0.519 1.020 9.078 0.077
H -0.365 -3.372 -3.342 0.118
H -3.784 -2.951 -0.539 0.115
H -0.100 -1.670 4.936 0.135
H -3.427 -0.590 6.276 0.137
H 0.574 6.257 -0.926 0.130
C 2.311 4.568 -2.205 0.014
C -5.290 0.865 -2.317 -0.101
F 0.379 -0.533 1.915 -0.181
H 0.515 -1.043 7.082 0.094
H -5.164 1.885 -1.957 0.091
H 2.536 3.060 0.011 0.127
C -1.118 -1.616 5.322 -0.093
H 4.099 -3.782 -1.941 0.119
H -3.197 -4.353 -2.804 0.130
H 0.160 3.077 0.987 0.100
H 3.679 -0.155 -1.664 0.132
H 2.062 0.307 8.607 0.073
C 1.899 3.938 0.116 -0.098
H -1.842 -0.784 -3.674 0.126
C -2.237 -3.391 -4.626 -0.124
C 0.714 2.824 -1.620 -0.008
H -3.320 0.808 -3.070 0.107
F 1.238 -0.179 -1.251 -0.202
O 0.299 5.002 1.737 -0.037
C 2.785 -2.210 -3.584 0.035
C -0.986 0.746 4.194 0.047
C 5.354 -2.262 -3.883 0.060
C -4.095 -1.268 -2.659 -0.096
H 1.591 2.176 -1.623 0.069
H -0.938 1.562 6.637 0.128
H 1.755 4.758 -3.123 0.109
H 2.572 4.795 0.081 0.141
N 4.158 -1.961 -2.937 -0.292
H 0.097 0.634 4.246 0.088
C -2.847 -2.648 -1.007 0.043
H 4.226 1.278 -5.457 0.179
H 2.091 -2.143 -2.746 0.093
H -3.552 0.673 4.977 0.142
N 1.241 4.174 -1.200 -0.356
H -1.395 0.414 3.240 0.090
C 0.179 5.294 -1.251 0.067
O 4.485 0.503 -4.953 0.319
H 4.151 1.617 -3.265 0.170
H 3.444 -2.447 -0.893 0.095
H -3.556 0.402 -1.344 0.104
H 2.732 -3.178 -4.082 0.128
C 4.230 -2.762 -1.579 0.079
C -1.026 -2.804 -3.997 -0.199
H 1.730 1.760 7.904 0.071
H -2.467 -1.747 -0.527 0.081
C -3.923 0.243 -2.358 -0.241
H -0.051 5.363 -2.314 0.104
H -2.342 -3.297 4.535 0.120
H 5.237 -2.717 -1.165 0.123
C 4.297 -0.464 -2.507 -0.044
N -1.502 -0.150 5.376 -0.214
N -2.893 -2.303 -2.518 -0.197
C -2.097 -2.264 4.285 -0.112
H -4.826 -1.703 -1.977 0.125
C -3.070 -0.248 5.305 -0.093
H 5.349 -0.292 -2.279 0.150
H 2.841 0.638 -3.656 0.170
H -1.778 -2.233 3.244 0.099
H 2.628 -1.424 -4.323 0.090
C -3.392 -1.430 4.490 -0.182
H -2.619 -2.695 -5.374 0.135
H 5.527 -3.336 -3.960 0.124
C 3.928 0.601 -3.592 -0.038
F 2.171 -1.103 0.754 -0.144
H -1.640 0.172 7.486 0.135
H 5.191 -1.864 -4.885 0.106
H -2.089 -3.432 -1.006 0.103
C -3.255 -3.502 -3.483 -0.052
F -0.720 0.203 0.139 -0.168
H 2.846 5.477 -1.932 0.127
H -1.361 -2.066 6.284 0.149
C 1.202 0.869 8.243 -0.040
H -0.178 -2.437 -4.575 0.112
F 0.288 -1.976 -0.058 -0.144
P 0.760 -0.469 0.317 0.197
H 3.013 3.738 -2.282 0.086
H -1.263 1.754 4.503 0.100
H 1.105 0.251 6.142 0.091
H -0.387 4.864 2.394 0.104
H -4.476 -1.464 -3.662 0.130
```

Values from the calculation:
HOMO-LUMO gap (alpha / beta) ... 8.51 / 1.62 eV
HOMO level (alpha / beta) ... -0.6981 / -0.6981 Ha
LUMO (alpha / beta) ... -10.5 / -17.4 eV
2S+1 ... 2
Total charge ... +4
F_max ... 3.44 eV/A